Formula: C26H42NO2PtSbSi
Source: the Open Molecules 2025 dataset
Level of theory: ωB97M-V/def2-TZVPD

As for the calculated total energy: -50890.0183 eV. The energy above the lowest of the compared OMol25 structures with the same formula, charge and spin is 18.40 kcal per mole. As for the expectation value of S²: 2.006. As for the spin multiplicity: 3. The largest force on an atom is 0.77 eV/Å. The HOMO energy (alpha / beta) comes out at -7.35 / -7.60 eV.

Each line ends with the Mulliken charge.
Element x y z (Å)
Pt 0.86 0.34 0.26  2.1722
O 0.01 2.29 3.89  -0.7476
C 0.25 1.94 2.75  0.1980
O 0.05 0.77 2.26  -0.6335
C 0.78 2.98 1.78  0.5693
C 0.90 4.30 2.17  -0.8779
C 1.30 5.24 1.24  -0.4068
C 1.58 4.83 -0.06  -1.0349
C 1.46 3.49 -0.36  -0.4760
N 1.06 2.59 0.54  0.2378
H 0.67 4.55 3.20  0.5774
H 1.40 6.28 1.52  0.4269
H 1.88 5.53 -0.82  0.4369
H 1.69 3.12 -1.35  0.6765
C 3.88 0.57 1.68  -1.2282
Si 3.18 0.04 0.01  0.5141
C 3.97 1.14 -1.30  -1.2359
C 3.92 -1.67 -0.31  0.5364
C 5.31 -1.80 -0.24  -0.4223
C 5.93 -3.03 -0.44  -0.7040
C 5.16 -4.16 -0.71  -0.4501
C 3.78 -4.05 -0.79  -0.5111
C 3.17 -2.82 -0.59  0.1219
H 4.97 0.42 1.71  0.4163
H 3.43 -0.02 2.47  0.3018
H 3.68 1.63 1.88  0.3137
H 5.06 1.00 -1.29  0.4191
H 3.76 2.20 -1.12  0.3873
H 3.61 0.89 -2.30  0.3139
H 5.92 -0.94 -0.03  0.2239
H 7.00 -3.11 -0.38  0.3685
H 5.64 -5.12 -0.87  0.3715
H 3.18 -4.92 -1.00  0.4051
H 2.09 -2.75 -0.66  -0.0209
C -3.29 2.35 0.51  -1.7247
C -3.47 0.87 0.83  1.4881
C -4.79 0.36 0.27  -1.4551
C -3.40 0.65 2.34  -1.8453
Sb -1.74 -0.18 -0.04  -0.0819
C -1.90 -2.30 0.59  1.8106
C -1.52 -2.31 2.07  -1.5646
C -3.27 -2.92 0.37  -1.7538
C -0.84 -3.07 -0.20  -1.7143
C -1.89 -0.05 -2.25  1.5562
C -1.59 1.41 -2.58  -1.7788
C -0.76 -0.91 -2.82  -1.7019
C -3.22 -0.48 -2.85  -1.6067
H -4.05 2.93 1.04  0.4899
H -3.39 2.56 -0.55  0.3261
H -2.31 2.72 0.84  0.2757
H -5.61 0.89 0.78  0.4858
H -4.94 -0.70 0.45  0.1826
H -4.89 0.54 -0.79  0.2350
H -4.14 1.30 2.82  0.5215
H -2.42 0.89 2.76  0.2861
H -3.65 -0.38 2.61  0.3227
H -2.26 -1.84 2.70  0.2553
H -0.56 -1.81 2.25  0.2137
H -1.42 -3.36 2.40  0.5413
H -4.02 -2.49 1.03  0.3459
H -3.22 -4.00 0.59  0.4540
H -3.62 -2.81 -0.67  0.2168
H 0.12 -2.55 -0.17  0.0232
H -1.13 -3.22 -1.23  0.2882
H -0.69 -4.05 0.26  0.6133
H -0.65 1.74 -2.13  0.1746
H -2.38 2.09 -2.24  0.3200
H -1.51 1.53 -3.67  0.5151
H 0.19 -0.73 -2.32  0.2154
H -0.62 -0.67 -3.89  0.5517
H -0.98 -1.97 -2.76  0.2959
H -4.03 0.21 -2.59  0.3263
H -3.51 -1.49 -2.52  0.2119
H -3.15 -0.50 -3.95  0.4443

Formula: C34H49BrN3O3P2S2SiV
Source: the Open Molecules 2025 dataset
Level of theory: ωB97M-V/def2-TZVPD

As for the calculated total energy: -190528.1969 eV. The energy above the lowest of the compared OMol25 structures with the same formula, charge and spin is 0.00 kcal per mole. As for the expectation value of S²: 0.775. As for the spin multiplicity: 2. The largest force on an atom is 0.69 eV/Å. The HOMO energy (alpha / beta) comes out at -2.96 / -2.39 eV. As for the total charge: -1.

Each line ends with the Mulliken charge.
Element x y z (Å)
V 0.46 0.24 1.27  -0.8852
C -0.12 -2.85 6.67  -1.2883
C -0.06 -1.62 5.78  -0.2839
O -0.31 -2.03 4.43  -0.2250
P -1.08 -1.01 3.44  1.3232
S -1.00 -1.82 1.65  -0.7037
S -0.35 0.83 3.52  -0.7411
O -2.58 -0.98 4.08  -0.5444
C -3.39 -2.16 3.97  -0.4051
C -4.50 -1.93 2.97  -0.8204
H 0.08 -2.57 7.70  0.3904
H 0.62 -3.58 6.34  0.2823
H -1.11 -3.31 6.61  0.2770
H 0.93 -1.16 5.82  0.3137
H -0.80 -0.88 6.10  0.3973
H -3.78 -2.36 4.97  0.3773
H -2.77 -3.01 3.66  0.3479
H -5.11 -1.07 3.27  0.3030
H -5.14 -2.81 2.90  0.3730
H -4.07 -1.73 1.99  -0.0461
C 1.99 -2.46 -3.96  -0.7015
C 3.09 -1.66 -3.67  -0.5772
C 3.31 -1.22 -2.37  -0.3735
C 2.44 -1.55 -1.32  0.1797
C 1.34 -2.35 -1.65  -0.4812
C 1.12 -2.81 -2.94  -0.1242
Si 2.63 -0.82 0.45  0.6256
C 3.38 -2.30 1.43  0.0924
C 2.55 -3.33 1.90  0.1294
C 3.07 -4.40 2.64  -0.8318
C 4.42 -4.46 2.93  -0.3341
C 5.26 -3.44 2.48  -0.5089
C 4.74 -2.39 1.74  -0.3534
H 1.82 -2.81 -4.97  0.3621
H 3.78 -1.38 -4.47  0.4515
H 4.17 -0.59 -2.16  0.3772
H 0.63 -2.61 -0.86  0.3207
H 0.26 -3.44 -3.15  0.3810
H 3.89 -0.01 0.24  -0.5436
H 1.49 -3.28 1.72  0.1299
H 2.40 -5.18 2.99  0.3828
H 4.83 -5.28 3.50  0.3576
H 6.32 -3.48 2.70  0.3712
H 5.40 -1.60 1.39  0.3149
Br 3.85 6.27 1.19  -0.2911
C 2.96 4.58 1.24  -0.0835
C 3.06 3.78 2.36  -0.6424
C 2.40 2.56 2.39  0.2545
C 1.62 2.07 1.33  -0.6370
C 1.57 2.93 0.21  0.5222
C 2.21 4.16 0.15  -0.4603
H 3.66 4.11 3.21  0.3790
H 2.50 1.96 3.29  0.3278
H 1.03 2.60 -0.67  0.0833
H 2.15 4.79 -0.74  0.4803
O -0.42 0.42 -0.58  1.2530
P -1.17 1.18 -1.62  -2.0249
N -1.94 2.49 -1.00  0.4123
C -2.50 2.34 0.36  -0.0075
C -3.32 3.61 0.52  -0.7165
C -3.91 3.81 -0.88  -0.8160
C -2.74 3.43 -1.80  -0.4159
N -2.26 0.09 -2.25  0.4789
C -2.24 -1.34 -1.88  1.0903
C -3.26 -1.96 -2.82  -0.7761
C -3.11 -1.11 -4.09  -0.7815
C -2.94 0.30 -3.53  -0.4273
N -0.31 1.75 -2.89  0.7401
C 0.07 3.14 -3.20  -0.4909
C 1.24 2.98 -4.18  -0.8275
C 1.85 1.64 -3.80  -0.5913
C 0.62 0.78 -3.51  1.0577
H -1.70 2.24 1.10  -0.3513
H -3.15 1.45 0.42  0.2390
H -2.65 4.44 0.77  0.3174
H -4.07 3.53 1.31  0.4180
H -4.26 4.82 -1.06  0.4086
H -4.74 3.12 -1.03  0.2864
H -2.15 4.31 -2.06  0.2461
H -3.09 2.98 -2.73  0.2578
H -2.49 -1.47 -0.83  -0.3674
H -1.24 -1.77 -2.04  -0.6205
H -4.27 -1.84 -2.42  0.3341
H -3.08 -3.02 -2.99  0.4051
H -3.95 -1.19 -4.78  0.4263
H -2.20 -1.41 -4.63  0.2561
H -3.91 0.78 -3.39  0.2913
H -2.34 0.94 -4.19  0.3284
H 0.38 3.67 -2.29  0.2745
H -0.76 3.69 -3.64  0.2830
H 1.93 3.82 -4.11  0.4193
H 0.86 2.94 -5.20  0.3320
H 2.45 1.73 -2.89  0.1759
H 2.48 1.21 -4.58  0.4283
H 0.84 -0.04 -2.84  -1.1572
H 0.20 0.37 -4.44  0.1904

Formula: H36O18
Source: the Open Molecules 2025 dataset
Level of theory: ωB97M-V/def2-TZVPD

As for the calculated total energy: -37439.4999 eV. The energy above the lowest of the compared OMol25 structures with the same formula, charge and spin is 69.44 kcal per mole. The largest force on an atom is 3.73 eV/Å. The HOMO energy comes out at -9.37 eV.

Each line ends with the Mulliken charge.
Element x y z (Å)
O 2.45 -9.43 -31.24  -0.4938
H 2.09 -9.43 -30.35  0.2538
H 3.37 -9.65 -31.12  0.3216
O 1.46 -11.63 -32.24  -0.7166
H 1.47 -12.28 -31.54  0.2995
H 2.06 -10.97 -31.90  0.3745
O 0.18 -9.28 -33.20  -0.6052
H -0.58 -9.25 -32.66  0.2428
H 0.65 -10.07 -32.99  0.2825
O 4.76 -8.42 -30.02  -0.7002
H 4.06 -7.74 -30.21  0.5054
H 5.40 -8.14 -29.35  0.2434
O 0.39 -7.31 -31.08  -0.7641
H 0.60 -6.88 -30.24  0.3150
H 0.00 -8.19 -30.87  0.2696
O 4.99 -10.39 -32.11  -0.6512
H 4.76 -11.34 -32.14  0.2579
H 4.61 -10.11 -32.94  0.4617
O 4.05 -7.20 -36.12  -0.6226
H 3.13 -7.52 -36.01  0.3681
H 3.86 -6.68 -36.86  0.2813
O 6.54 -8.62 -34.34  -0.6840
H 6.05 -8.08 -33.72  0.4348
H 5.88 -9.09 -34.88  0.3261
O -0.95 -6.28 -33.13  -0.7293
H -0.49 -6.83 -32.41  0.3630
H -1.04 -6.84 -33.91  0.3030
O 3.87 -9.62 -34.49  -0.6704
H 3.40 -8.91 -34.02  0.3660
H 3.25 -10.31 -34.82  0.3188
O 2.52 -7.63 -33.39  0.9613
H 1.98 -8.15 -32.82  0.2413
H 3.39 -7.55 -33.01  -0.2134
O 2.97 -6.54 -30.65  -0.6006
H 2.24 -7.17 -30.87  0.0978
H 2.66 -6.12 -29.81  0.3033
O 5.05 -7.26 -32.46  -0.7381
H 5.21 -7.65 -31.62  0.3190
H 5.56 -6.47 -32.46  0.3152
O 4.10 -4.87 -34.61  -0.7442
H 4.07 -5.78 -34.86  0.3191
H 4.18 -4.84 -33.68  0.3827
O 4.60 -4.42 -31.72  -0.6410
H 4.16 -5.22 -31.50  0.3256
H 4.35 -3.65 -31.21  0.2578
O 1.45 -5.20 -32.86  -0.6788
H 1.94 -6.01 -32.78  -0.1208
H 0.50 -5.43 -32.85  0.6032
O 1.07 -8.67 -35.79  -0.6529
H 1.31 -8.83 -34.88  -0.0406
H 0.25 -8.34 -35.57  0.3701
O 1.69 -5.36 -35.70  -0.7192
H 2.50 -4.88 -35.42  0.5221
H 1.52 -6.00 -35.01  0.1796

Formula: C5H10ClN
Source: the Open Molecules 2025 dataset
Level of theory: ωB97M-V/def2-TZVPD

As for the calculated total energy: -19359.3344 eV. The energy above the lowest of the compared OMol25 structures with the same formula, charge and spin is 8.19 kcal per mole. The SMILES is C=C(C)[C@@](C)(N)Cl. The largest force on an atom is 3.54 eV/Å. The HOMO energy comes out at -9.73 eV.

Each line ends with the Mulliken charge.
Element x y z (Å)
C -0.52 1.42 1.29  -1.1343
C 0.21 0.53 0.62  0.4556
C 1.53 0.05 1.15  -1.3139
C -0.18 -0.08 -0.69  1.1132
C -0.33 -1.59 -0.63  -1.4626
N -1.54 0.40 -1.34  -0.7109
Cl 1.14 0.34 -1.89  -0.2209
H -1.47 1.77 0.95  0.3244
H -0.16 1.81 2.22  0.2829
H 1.52 -1.04 1.25  0.2920
H 2.34 0.31 0.47  0.3345
H 1.73 0.49 2.12  0.4011
H 0.60 -2.09 -0.39  0.3884
H -0.68 -1.96 -1.59  0.3863
H -1.09 -1.83 0.12  0.3326
H -1.54 1.42 -1.38  0.2550
H -1.56 0.05 -2.29  0.2766